[1]
# C22H25BrNNdO

A structure of composition C22H25BrNNdO (ωB97M-V with the def2-TZVPD basis set, OMol25).

Element x y z (Å)
C (-1.881, 2.439, 3.418)
C (-1.388, 2.503, 2.075)
C (-1.777, 1.322, 1.397)
H (-0.940, 3.374, 1.579)
C (-2.394, 0.461, 2.330)
C (-2.478, 1.142, 3.585)
H (-2.931, -0.456, 2.051)
C (2.645, 1.465, 2.892)
C (1.848, 2.358, 2.095)
C (1.561, 1.697, 0.873)
H (1.558, 3.380, 2.362)
C (2.207, 0.448, 0.861)
C (2.716, 0.238, 2.173)
H (-1.800, 1.180, 0.311)
H (-2.936, 0.735, 4.494)
H (-1.778, 3.215, 4.184)
H (3.236, -0.665, 2.475)
H (1.131, 2.157, -0.014)
H (3.079, 1.684, 3.866)
Nd (0.180, 0.840, 3.672)
C (2.652, -0.306, -0.382)
C (4.138, -0.599, -0.285)
C (2.467, 0.540, -1.678)
H (4.703, 0.338, -0.275)
H (4.465, -1.167, -1.163)
H (4.387, -1.180, 0.604)
H (3.051, 1.464, -1.619)
H (1.417, 0.796, -1.855)
H (2.813, -0.044, -2.546)
C (1.897, -1.691, -0.524)
C (0.531, -1.551, -1.147)
H (1.723, -2.126, 0.488)
H (2.518, -2.411, -1.106)
O (-0.107, -0.472, -1.171)
N (0.023, -2.651, -1.782)
C (-1.428, -2.888, -1.933)
H (0.563, -3.491, -1.648)
C (-2.167, -1.649, -2.345)
C (-3.330, -1.360, -1.638)
H (-3.598, -2.033, -0.814)
C (-4.019, -0.187, -1.924)
H (-4.920, 0.036, -1.358)
C (-3.555, 0.661, -2.939)
H (-4.112, 1.570, -3.185)
C (-2.372, 0.363, -3.632)
H (-1.985, 1.023, -4.400)
C (-1.689, -0.817, -3.365)
H (-0.762, -1.074, -3.886)
H (-1.815, -3.271, -0.974)
H (-1.548, -3.678, -2.695)
Br (0.202, -1.663, 4.497)

2S+1: 4
Highest occupied orbital energy (spin up / spin down) in eV: -7.70 / -7.69
Net charge: 0
Lowest unoccupied orbital energy (spin up / spin down) in eV: -0.75 / -0.68
F_max in eV/Å: 2.97

These are the natural (NBO) partial charges, in e, on atoms 1 to 5: atom 1 (C): -0.430, atom 2 (C): -0.335, atom 3 (C): -0.271, atom 4 (H): 0.235, atom 5 (C): -0.312

=====

[2]
# C3H3N2O2S3

A cluster of 2 separate species, C3H3N2O2S3 in total (ωB97M-V with the def2-TZVPD basis set, OMol25).

Element x y z (Å)
C (1.526, -1.262, -0.799)
C (-0.423, 2.589, 0.744)
C (-0.276, -0.343, 0.834)
N (0.421, -0.752, -1.354)
N (-0.339, 0.017, -0.474)
O (0.345, 2.671, -0.110)
O (-1.181, 2.511, 1.593)
S (2.784, -1.937, -1.584)
S (1.366, -0.959, 0.943)
S (-1.482, -1.783, 1.452)
H (0.488, -0.611, -2.405)
H (-1.183, 0.494, -0.808)
H (-2.045, -0.634, 1.966)

2S+1: 3
Highest occupied orbital energy (spin up / spin down) in eV: -0.19 / -3.41
Net charge: -1
Lowest unoccupied orbital energy (spin up / spin down) in eV: 2.76 / 2.28
F_max in eV/Å: 4.54

These are the natural (NBO) partial charges, in e, on atoms 1 to 5: atom 1 (C): -0.359, atom 2 (C): 1.027, atom 3 (C): -0.196, atom 4 (N): -0.492, atom 5 (N): -0.454

=====

[3]
# C29H72NO14PS9

A cluster of 10 separate species, C29H72NO14PS9 in total (ωB97M-V with the def2-TZVPD basis set, OMol25).

Element x y z (Å)
C (2.509, -2.009, -0.175)
C (2.276, -0.694, 0.540)
C (2.966, 0.386, 0.109)
C (2.770, 1.590, 0.714)
C (1.898, 1.684, 1.753)
C (1.667, 3.026, 2.397)
O (0.542, 3.725, 1.794)
P (-0.867, 3.358, 2.369)
O (-0.886, 3.048, 3.792)
O (-1.735, 4.670, 2.082)
O (-1.532, 2.252, 1.461)
C (-2.559, 1.495, 2.159)
C (-3.514, 0.822, 1.174)
O (-2.884, 0.526, -0.061)
C (-4.161, -0.375, 1.874)
N (-3.585, -1.673, 1.497)
C (1.223, 0.592, 2.206)
C (1.411, -0.615, 1.588)
H (2.144, -1.990, -1.196)
H (2.005, -2.802, 0.372)
H (3.582, -2.183, -0.168)
H (3.644, 0.301, -0.728)
H (3.290, 2.481, 0.393)
H (2.535, 3.641, 2.174)
H (1.586, 2.976, 3.478)
H (-2.253, 4.537, 1.277)
H (-2.076, 0.729, 2.762)
H (-3.144, 2.169, 2.773)
H (-4.320, 1.535, 0.975)
H (-3.494, 0.812, -0.744)
H (-4.036, -0.247, 2.954)
H (-5.240, -0.407, 1.705)
H (-3.378, -2.148, 2.370)
H (-2.680, -1.575, 1.047)
H (0.551, 0.711, 3.045)
H (0.868, -1.478, 1.947)
C (-0.207, -4.783, 3.392)
S (-1.642, -4.416, 4.391)
O (-2.119, -3.068, 3.952)
C (-0.797, -4.164, 5.948)
H (-0.540, -4.928, 2.372)
H (0.495, -3.950, 3.434)
H (0.269, -5.697, 3.748)
H (-0.058, -3.369, 5.833)
H (-0.313, -5.090, 6.261)
H (-1.533, -3.872, 6.690)
C (-1.481, -0.149, 7.028)
S (-0.572, -1.349, 8.006)
O (-1.528, -2.426, 8.376)
C (-0.378, -0.315, 9.462)
H (-1.740, -0.617, 6.079)
H (-2.389, 0.141, 7.556)
H (-0.852, 0.723, 6.845)
H (-1.358, -0.014, 9.831)
H (0.219, 0.561, 9.206)
H (0.138, -0.897, 10.223)
C (5.480, 2.587, -2.154)
S (5.634, 0.942, -2.858)
O (5.769, -0.018, -1.728)
C (7.276, 1.182, -3.546)
H (4.527, 2.642, -1.635)
H (6.295, 2.764, -1.451)
H (5.501, 3.325, -2.956)
H (7.974, 1.448, -2.751)
H (7.241, 1.968, -4.301)
H (7.588, 0.247, -4.008)
C (-1.533, 7.787, 1.456)
S (-2.926, 8.004, 0.346)
O (-2.411, 7.859, -1.040)
C (-3.147, 9.762, 0.652)
H (-1.207, 6.755, 1.389)
H (-0.718, 8.450, 1.162)
H (-1.846, 8.001, 2.478)
H (-2.229, 10.295, 0.406)
H (-3.410, 9.918, 1.698)
H (-3.957, 10.115, 0.017)
C (-6.431, -3.429, -2.335)
S (-5.575, -4.731, -1.435)
O (-6.544, -5.844, -1.247)
C (-5.462, -3.837, 0.115)
H (-6.639, -3.793, -3.339)
H (-7.368, -3.190, -1.830)
H (-5.792, -2.548, -2.390)
H (-6.463, -3.569, 0.457)
H (-4.855, -2.945, -0.015)
H (-4.989, -4.486, 0.848)
C (-0.078, 3.039, -1.716)
S (-0.139, 1.448, -2.547)
O (1.233, 1.153, -3.039)
C (-1.086, 2.011, -3.966)
H (0.515, 2.920, -0.810)
H (0.387, 3.778, -2.370)
H (-1.089, 3.348, -1.452)
H (-0.551, 2.815, -4.471)
H (-2.066, 2.359, -3.640)
H (-1.211, 1.171, -4.647)
C (5.060, -3.584, -2.459)
S (3.831, -3.454, -3.761)
O (2.511, -3.261, -3.109)
C (3.908, -5.175, -4.282)
H (5.140, -2.611, -1.975)
H (4.747, -4.335, -1.732)
H (6.022, -3.854, -2.895)
H (3.668, -5.825, -3.440)
H (4.907, -5.396, -4.660)
H (3.179, -5.319, -5.077)
C (1.378, -7.811, -0.460)
S (1.574, -6.027, -0.366)
O (0.711, -5.544, 0.744)
C (0.710, -5.650, -1.894)
H (1.818, -8.247, 0.435)
H (0.318, -8.063, -0.509)
H (1.898, -8.185, -1.342)
H (-0.303, -6.050, -1.850)
H (1.255, -6.082, -2.734)
H (0.677, -4.568, -2.004)
C (0.467, 2.611, -7.258)
S (0.659, 4.388, -7.053)
O (-0.441, 4.854, -6.169)
C (0.210, 4.813, -8.741)
H (0.665, 2.131, -6.302)
H (-0.551, 2.383, -7.578)
H (1.183, 2.251, -7.997)
H (-0.792, 4.443, -8.960)
H (0.934, 4.378, -9.429)
H (0.227, 5.897, -8.832)

Relative energy (zero: lowest compared OMol25 entry of this formula, charge and spin) in kcal per mole: 0.0
Highest occupied orbital energy in eV: -8.36
Net charge: 0
Lowest unoccupied orbital energy in eV: 0.28
F_max in eV/Å: 2.66

These are the Mulliken partial charges, in e, on atoms 1 to 5: atom 1 (C): -0.842, atom 2 (C): 0.613, atom 3 (C): -0.313, atom 4 (C): -0.483, atom 5 (C): 0.762

=====

[4]
# C11H12ClFIrN4O8

A structure of composition C11H12ClFIrN4O8 (ωB97M-V with the def2-TZVPD basis set, OMol25).

Element x y z (Å)
Ir (-0.631, 0.489, 0.370)
O (0.120, 0.516, 4.048)
Cl (0.636, 0.620, 2.760)
O (1.965, 0.995, 2.638)
O (-0.256, 1.605, 2.001)
O (0.278, -0.588, 1.811)
C (-4.334, -2.281, 3.216)
C (-3.833, -1.310, 2.235)
C (-4.539, -0.387, 1.400)
C (-3.600, 0.305, 0.698)
N (-2.346, -0.160, 1.066)
N (-2.527, -1.133, 1.987)
C (-3.709, 1.407, -0.291)
H (-5.383, -2.499, 3.029)
H (-4.249, -1.858, 4.224)
H (-3.760, -3.208, 3.188)
H (-5.609, -0.274, 1.347)
H (-1.730, -1.577, 2.427)
H (-4.651, 1.347, -0.832)
H (-2.903, 1.363, -1.034)
H (-3.671, 2.375, 0.213)
F (5.365, 2.449, -3.610)
C (4.803, 1.479, -2.940)
C (3.541, 1.109, -3.214)
N (2.964, 0.073, -2.499)
C (1.620, -0.373, -2.718)
C (0.748, 0.018, -1.571)
O (-0.437, -0.467, -1.405)
O (1.095, 0.833, -0.666)
C (3.620, -0.604, -1.455)
O (2.996, -1.462, -0.850)
N (4.887, -0.213, -1.218)
C (5.642, 0.828, -1.875)
O (6.741, 1.108, -1.590)
H (2.961, 1.591, -3.989)
H (1.588, -1.463, -2.780)
H (1.226, 0.046, -3.647)
H (5.373, -0.698, -0.474)

Relative energy (zero: lowest compared OMol25 entry of this formula, charge and spin) in kcal per mole: 9.4
2S+1: 2
Highest occupied orbital energy (spin up / spin down) in eV: -14.00 / -13.94
Net charge: +2
Lowest unoccupied orbital energy (spin up / spin down) in eV: -10.34 / -11.55
F_max in eV/Å: 3.15

These are the natural (NBO) partial charges, in e, on atoms 1 to 5: atom 1 (Ir): 1.554, atom 2 (O): -0.630, atom 3 (Cl): 2.467, atom 4 (O): -0.609, atom 5 (O): -0.750